#w
This record from the Open Molecules 2025 dataset describes a structure of composition C15H24BF4IrN5S. The level of theory is wB97M-V/def2-TZVPD.

Last column: Mulliken charge in e.
Cartesian coordinates (Å):
Ir1 0.144 -0.307 -0.029  3.20
N1 -0.956 -1.332 -1.456  -0.55
C1 -0.100 -1.488 -2.670  -0.63
C2 0.434 -0.122 -3.017  -0.68
N2 1.041 0.536 -1.810  -0.84
C3 0.743 2.009 -1.862  -0.83
C4 -0.716 2.281 -1.573  -1.01
N3 -1.118 1.529 -0.358  -0.64
C5 2.523 0.340 -1.799  -0.68
C6 3.048 0.695 -0.427  -1.13
N4 2.263 -0.083 0.551  -0.65
H1 -1.225 -2.247 -1.093  0.41
H2 -1.818 -0.841 -1.695  0.37
H3 -0.676 -1.914 -3.491  0.54
H4 0.691 -2.186 -2.408  0.21
H5 -0.381 0.504 -3.374  0.40
H6 1.169 -0.173 -3.821  0.42
H7 1.031 2.389 -2.845  0.50
H8 1.348 2.501 -1.108  0.48
H9 -1.365 1.984 -2.396  0.43
H10 -0.859 3.353 -1.432  0.55
H11 -2.126 1.394 -0.365  0.30
H12 -0.905 2.081 0.479  0.18
H13 2.980 0.946 -2.584  0.54
H14 2.719 -0.709 -2.025  0.47
H15 2.927 1.749 -0.196  0.34
H16 4.108 0.454 -0.342  0.55
H17 2.223 0.349 1.478  0.26
H18 2.654 -1.014 0.667  0.42
S1 0.754 -4.507 1.437  -0.17
C7 1.924 -4.251 0.230  -0.75
C8 1.856 -3.001 -0.324  -0.70
C9 0.831 -2.216 0.275  -0.52
C10 0.160 -2.915 1.244  -0.18
C11 -0.909 -2.253 1.946  1.57
C12 -1.653 -2.772 2.992  -0.96
C13 -2.629 -1.990 3.579  -0.49
C14 -2.846 -0.705 3.097  -0.98
C15 -2.077 -0.243 2.055  0.20
N5 -1.125 -0.996 1.474  0.34
H19 2.615 -5.042 -0.021  0.52
H20 2.539 -2.685 -1.101  0.40
H21 -1.450 -3.774 3.344  0.46
H22 -3.212 -2.372 4.406  0.47
H23 -3.589 -0.053 3.532  0.50
H24 -2.206 0.765 1.706  0.38
F1 1.401 2.715 3.340  -0.26
B1 0.631 2.029 2.484  0.26
F2 1.081 2.229 1.097  -0.24
F3 -0.723 2.359 2.470  -0.35
F4 0.764 0.600 2.667  -0.40

Calculated values
* molecular weight: 585.48 g/mol
* frontier orbital gap (alpha / beta): 7.79 / 5.97 eV
* 2S+1: 2
* lowest unoccupied orbital energy (alpha / beta): -7.166 / -8.975 eV
* net charge: +2

#x
This record from the Open Molecules 2025 dataset describes a structure of composition C15H24BF4IrN5S. The level of theory is wB97M-V/def2-TZVPD.

Last column: Mulliken charge in e.
Cartesian coordinates (Å):
Ir1 -0.018 0.164 0.152  2.44
N1 1.954 -0.503 -1.184  -0.53
C1 1.723 -1.551 -2.188  -0.84
C2 0.461 -2.328 -1.826  -0.85
N2 -0.695 -1.446 -1.675  0.23
C3 -1.842 -2.180 -1.128  -0.86
C4 -2.897 -1.235 -0.565  -0.85
N3 -2.294 -0.438 0.506  -0.52
C5 -1.038 -0.722 -2.909  -0.92
C6 -0.520 0.722 -2.977  -0.82
N4 -0.747 1.435 -1.712  -0.70
H1 2.524 0.248 -1.564  0.23
H2 2.464 -0.909 -0.407  0.11
H3 2.562 -2.254 -2.221  0.54
H4 1.633 -1.102 -3.176  0.36
H5 0.627 -2.836 -0.875  0.32
H6 0.270 -3.093 -2.590  0.50
H7 -1.489 -2.813 -0.313  0.49
H8 -2.283 -2.832 -1.893  0.42
H9 -3.728 -1.838 -0.182  0.53
H10 -3.297 -0.565 -1.329  0.41
H11 -2.184 -1.048 1.322  0.25
H12 -2.919 0.313 0.781  0.28
H13 -2.124 -0.700 -3.004  0.51
H14 -0.651 -1.265 -3.779  0.41
H15 -1.033 1.221 -3.808  0.50
H16 0.548 0.749 -3.188  0.38
H17 -1.746 1.580 -1.580  0.26
H18 -0.316 2.356 -1.761  0.29
S1 2.069 0.867 4.299  -0.13
C7 3.052 -0.161 3.402  -0.66
C8 2.626 -0.344 2.089  -0.68
C9 1.478 0.385 1.759  0.25
C10 1.048 1.120 2.873  0.20
C11 -0.073 1.987 2.898  1.37
C12 -0.387 2.797 4.007  -1.08
C13 -1.474 3.649 3.932  -0.45
C14 -2.220 3.673 2.761  -1.06
C15 -1.854 2.820 1.715  0.06
N5 -0.819 2.006 1.770  -0.02
H19 3.924 -0.607 3.846  0.49
H20 3.159 -1.018 1.440  0.45
H21 0.226 2.754 4.894  0.36
H22 -1.736 4.278 4.770  0.48
H23 -3.070 4.330 2.653  0.41
H24 -2.429 2.828 0.799  0.43
F1 0.176 -3.712 2.650  -0.22
B1 -0.368 -2.510 2.505  0.17
F2 0.071 -1.529 3.345  -0.22
F3 -1.725 -2.487 2.389  -0.41
F4 0.117 -1.999 1.135  -0.30

Calculated values
* molecular weight: 585.48 g/mol
* frontier orbital gap (alpha / beta): 4.68 / 5.73 eV
* 2S+1: 2
* lowest unoccupied orbital energy (alpha / beta): -9.462 / -8.553 eV
* net charge: +2

Which one is most stable, and which one is least stable? #w is the most stable of them, while #x is the least stable.

#w
This record from the Open Molecules 2025 dataset describes the molecule CH4S2. The level of theory is wB97M-V/def2-TZVPD.

Last column: Mulliken charge in e.
Cartesian coordinates (Å):
C1 0.053 -1.495 -0.191  -0.50
S1 -1.541 -0.660 0.053  -0.19
S2 1.531 -0.318 -0.132  -0.22
H1 0.434 -2.280 0.457  0.31
H2 -0.003 -2.057 -1.148  0.30
H3 -1.230 0.371 0.924  0.15
H4 0.875 0.861 -0.816  0.15

Calculated values
* molecular weight: 80.18 g/mol
* frontier orbital gap: 9.92 eV
* lowest unoccupied orbital energy: 0.772 eV
* SMILES: SCS

#x
This record from the Open Molecules 2025 dataset describes the molecule CH4S2. The level of theory is wB97M-V/def2-TZVPD.

Last column: Mulliken charge in e.
Cartesian coordinates (Å):
S1 0.054 1.020 1.805  -0.23
S2 0.910 -0.575 0.702  -0.05
C1 0.153 -0.266 -0.899  -0.70
H1 -1.169 0.493 2.062  0.16
H2 0.127 -1.227 -1.441  0.26
H3 0.777 0.425 -1.457  0.28
H4 -0.853 0.131 -0.773  0.28

Calculated values
* molecular weight: 80.18 g/mol
* frontier orbital gap: 9.51 eV
* lowest unoccupied orbital energy: 0.425 eV
* SMILES: CSS

Which one is most stable, and which one is least stable? #x is the most stable of them, while #w is the least stable.

#w
This record from the Open Molecules 2025 dataset describes a structure of composition C25H33BrN2O3Si2Ti. The level of theory is wB97M-V/def2-TZVPD.

Last column: Mulliken charge in e.
Cartesian coordinates (Å):
Ti1 -0.284 -0.238 -0.677  0.01
C1 -3.886 4.307 -0.067  -1.49
C2 -3.279 2.933 -0.010  0.81
C3 -4.038 1.806 0.319  -0.33
C4 -3.459 0.556 0.375  -0.96
C5 -2.098 0.429 0.096  0.59
Br1 -0.424 -2.736 -0.704  -0.57
N1 -1.387 1.520 -0.212  0.20
C6 -1.941 2.735 -0.280  -0.81
H1 -4.959 4.253 -0.246  0.40
H2 -3.439 4.903 -0.863  0.39
H3 -3.734 4.842 0.872  0.27
H4 -5.097 1.928 0.517  0.40
H5 -4.049 -0.319 0.616  0.52
H6 -1.294 3.559 -0.562  0.42
C7 0.758 -3.100 3.018  -0.94
Si1 -0.290 -1.589 3.331  -0.30
C8 -2.052 -1.847 2.776  -0.76
C9 -0.292 -1.234 5.178  -1.14
C10 0.483 -0.098 2.462  0.99
C11 1.715 -0.312 1.694  -0.57
C12 2.926 -0.548 2.353  -0.56
C13 4.076 -0.744 1.618  -0.67
C14 4.007 -0.712 0.232  -0.87
C15 2.784 -0.481 -0.358  -0.52
N2 1.662 -0.273 0.351  1.19
Si2 0.193 1.683 3.003  0.35
C16 1.203 1.926 4.569  -1.30
C17 0.852 2.904 1.733  -1.10
C18 -1.613 1.973 3.388  -0.66
H7 0.290 -3.969 3.488  0.41
H8 1.761 -2.995 3.439  0.31
H9 0.849 -3.304 1.950  0.24
H10 -2.491 -2.655 3.368  0.49
H11 -2.094 -2.127 1.723  0.14
H12 -2.654 -0.948 2.923  0.25
H13 -0.711 -2.096 5.703  0.40
H14 -0.901 -0.365 5.436  0.31
H15 0.716 -1.068 5.566  0.30
H16 2.938 -0.580 3.435  0.57
H17 5.017 -0.929 2.120  0.46
H18 4.879 -0.871 -0.386  0.46
H19 2.667 -0.453 -1.431  0.48
H20 2.267 1.765 4.380  0.32
H21 0.894 1.264 5.378  0.32
H22 1.084 2.958 4.910  0.38
H23 1.780 3.352 2.096  0.41
H24 0.136 3.712 1.569  0.37
H25 1.056 2.449 0.763  0.17
H26 -1.930 1.386 4.253  0.30
H27 -2.262 1.718 2.550  0.05
H28 -1.770 3.028 3.630  0.36
O1 -2.229 -0.386 -5.114  -0.68
C19 -0.986 -0.082 -5.515  0.46
C20 -0.744 -0.018 -6.889  -0.68
C21 0.515 0.294 -7.355  -0.31
C22 1.568 0.549 -6.475  -0.81
C23 1.335 0.482 -5.119  -0.37
C24 0.067 0.169 -4.621  -0.19
C25 -0.154 0.100 -3.172  1.89
O2 -1.296 -0.127 -2.685  -1.01
O3 0.815 0.256 -2.347  -0.84
H29 -2.233 -0.398 -4.134  0.45
H30 -1.565 -0.220 -7.564  0.44
H31 0.685 0.339 -8.424  0.37
H32 2.551 0.793 -6.853  0.41
H33 2.127 0.670 -4.407  0.41

Calculated values
* molecular weight: 593.49 g/mol
* frontier orbital gap (alpha / beta): 7.76 / 7.31 eV
* 2S+1: 3
* lowest unoccupied orbital energy (alpha / beta): 0.284 / -1.184 eV

#x
This record from the Open Molecules 2025 dataset describes a structure of composition C25H33BrN2O3Si2Ti. The level of theory is wB97M-V/def2-TZVPD.

Last column: Mulliken charge in e.
Cartesian coordinates (Å):
Ti1 1.338 -0.239 0.302  0.38
C1 1.388 5.509 -0.767  -1.47
C2 1.751 4.129 -0.302  0.55
C3 2.966 3.873 0.350  -0.35
C4 3.286 2.603 0.779  -1.23
C5 2.368 1.570 0.567  0.21
Br1 3.397 -1.601 1.115  -0.55
N1 1.211 1.841 -0.039  0.84
C6 0.893 3.066 -0.482  -0.51
H1 2.279 6.089 -1.006  0.40
H2 0.837 6.054 0.003  0.27
H3 0.762 5.472 -1.659  0.38
H4 3.660 4.693 0.500  0.42
H5 4.231 2.394 1.264  0.51
H6 -0.059 3.178 -0.986  0.26
C7 -2.160 1.456 -1.410  -1.09
Si1 -2.473 1.186 0.423  0.24
C8 -4.326 1.106 0.723  -1.23
C9 -1.813 2.580 1.499  -1.15
C10 -1.675 -0.437 0.938  0.44
C11 -0.951 -0.411 2.212  -0.15
C12 -1.657 -0.556 3.416  -0.49
C13 -0.968 -0.511 4.609  -0.55
C14 0.415 -0.340 4.605  -1.12
C15 1.050 -0.236 3.391  -0.48
N2 0.380 -0.263 2.223  1.30
Si2 -2.240 -2.159 0.363  0.37
C16 -2.325 -2.244 -1.505  -1.11
C17 -1.217 -3.474 1.213  -0.98
C18 -3.998 -2.390 1.011  -1.20
H7 -2.343 2.494 -1.698  0.46
H8 -2.841 0.830 -1.990  0.36
H9 -1.143 1.192 -1.705  0.20
H10 -4.718 2.123 0.628  0.35
H11 -4.571 0.753 1.725  0.36
H12 -4.850 0.480 0.003  0.30
H13 -1.963 3.545 1.010  0.41
H14 -0.756 2.485 1.744  0.29
H15 -2.373 2.601 2.438  0.39
H16 -2.728 -0.695 3.389  0.38
H17 -1.502 -0.617 5.544  0.47
H18 0.992 -0.309 5.518  0.46
H19 2.124 -0.143 3.298  0.36
H20 -1.450 -1.824 -1.994  0.17
H21 -3.218 -1.719 -1.853  0.38
H22 -2.414 -3.288 -1.812  0.41
H23 -0.188 -3.528 0.866  0.17
H24 -1.682 -4.446 1.029  0.46
H25 -1.231 -3.307 2.294  0.34
H26 -4.731 -1.762 0.505  0.34
H27 -4.092 -2.218 2.084  0.29
H28 -4.277 -3.431 0.830  0.38
O1 2.837 -0.094 -1.689  -0.17
C19 2.992 -1.136 -2.605  0.08
C20 3.852 -0.890 -3.666  -0.41
C21 4.102 -1.871 -4.609  -0.39
C22 3.493 -3.113 -4.488  -0.69
C23 2.627 -3.345 -3.438  -0.79
C24 2.345 -2.365 -2.487  0.39
C25 1.306 -2.717 -1.463  0.19
O2 0.916 -3.853 -1.315  -0.63
O3 0.774 -1.700 -0.813  -0.04
H29 3.436 -0.286 -0.937  0.10
H30 4.328 0.080 -3.721  0.47
H31 4.777 -1.671 -5.431  0.40
H32 3.690 -3.893 -5.211  0.39
H33 2.131 -4.300 -3.329  0.47

Calculated values
* molecular weight: 593.49 g/mol
* frontier orbital gap (alpha / beta): 7.63 / 7.26 eV
* 2S+1: 3
* lowest unoccupied orbital energy (alpha / beta): 0.021 / -1.265 eV

Which one is most stable, and which one is least stable? #w is the most stable of them, while #x is the least stable.